# 1
Molecular formula: C33H71F9O27S7
Method: DFT, ωB97M-V/def2-TZVPD

Computed properties:
**Energy relative to the best compared isomer or geometry (same formula, charge and spin)**: 17.23 kcal/mol
**Structure (SMILES)**: CCOC(=O)C(F)(F)F.CCOC(=O)C(F)(F)F.CCOC(=O)C(F)(F)F.CCOS(C)(=O)=O.CCOS(C)(=O)=O.CCOS(C)(=O)=O.CCOS(C)(=O)=O.CCOS(C)(=O)=O.CCOS(C)(=O)=O.CCOS(C)(=O)=O
**DFT total energy**: -7017.36151 a.u.
**Orbital gap**: 10.714 eV
**E_HOMO**: -0.3947 Ha

Geometry as ORCA input:
```
! wB97M-V def2-TZVPD RIJCOSX def2/J DEFGRID3
* xyz 0 1
F -2.7325 -2.4098 8.1197
H -7.2150 -6.2321 6.0709
H -3.2215 2.8082 -0.0235
H 0.2451 4.3101 -1.9310
O 3.4305 -5.0947 -0.8109
C 7.1738 1.5240 2.0410
O 1.8989 -3.3621 -1.9078
H -4.0741 3.8812 -1.2644
O 0.5573 1.3735 1.7878
H 6.1300 -2.0952 0.4249
H 0.8796 0.4844 4.1057
O 1.2272 5.0486 -4.7848
H 2.0249 4.1776 -2.1024
O -4.9790 -0.7614 6.9954
H -5.1310 1.2859 3.4482
H -5.4055 -0.3783 -4.4917
H 1.3446 0.3963 -1.5118
H 4.1549 4.7349 2.0188
C -0.3533 -1.3151 1.1896
H -1.2890 -0.9383 -8.4426
H 5.7325 4.6382 2.7391
H -8.5625 -6.0107 4.1102
C 0.6904 -5.3079 -0.4913
H 1.4488 2.7082 -5.8730
H 4.4820 -2.1372 0.5144
H -1.8485 6.1697 -4.6391
S 5.5454 3.2018 0.7583
H 7.2866 1.9816 3.0238
C 0.5507 0.7337 6.1017
F 4.3859 1.3891 -4.6572
O 4.4070 1.1476 5.0102
H 2.4383 0.1530 -0.0880
C 1.7485 0.8273 -0.5957
O 2.1836 -3.2872 0.4972
H -3.5376 0.6094 -3.3173
H -1.9859 6.0127 -1.5255
H -5.5089 0.9788 -5.6367
O -0.4398 -0.3753 0.1251
F -4.5901 -2.9482 1.8218
O 2.4722 -0.5075 5.0131
H 6.3798 -1.7559 -1.8067
S -0.5856 1.5094 -5.0922
H 1.7052 0.8936 -5.9121
H -2.5009 -1.1288 1.3895
H 0.6044 -5.7857 -1.4672
C -3.6868 2.8958 -1.0052
O -3.3264 -0.7618 5.3897
S -4.9971 1.5923 -1.2031
H 4.4878 3.3560 3.0245
H 1.4044 5.4585 -1.1865
H 6.7545 -0.3680 2.9772
C -0.5028 -0.9046 -6.4221
H 0.6115 -1.3328 1.6964
O 4.3298 2.9689 -0.0424
C -4.9933 -4.1275 2.3039
H 3.3899 -4.1255 -3.0433
C -1.2783 -1.5706 -7.5548
H -2.9077 2.7052 -1.7433
H -4.1961 1.2530 5.4470
H 0.9081 -2.9418 -4.4228
H 2.1729 -3.7780 -5.2622
C 1.9633 -3.2074 -4.3575
C 1.1759 4.8604 -2.0686
S 1.2815 5.9238 -3.6181
O -6.2719 2.0369 -0.6204
F -2.4286 -2.9591 6.0493
C 1.5335 0.6044 4.9695
H -0.4291 -1.5833 -5.5724
O -0.6488 2.0979 -0.4067
O -1.2373 0.2963 -6.0744
H 2.6327 -2.3475 -4.3783
H -1.7592 0.0022 2.2880
H -8.5843 -4.2894 4.1942
C 1.0227 1.7266 -6.0804
C -6.1915 -3.9869 3.2709
F -3.9128 -4.4686 3.0262
C -7.9577 -5.1548 4.4099
C 3.8323 0.9264 -3.5702
O -4.4820 0.2755 -0.9223
C -3.3750 -2.5794 6.9560
H -4.0629 -0.1362 2.8481
H -3.7121 2.0729 -4.2417
O 2.2732 6.9788 -3.4518
H 0.7503 -5.9557 0.3833
F -4.3128 -3.3799 7.1699
H -0.1552 -4.6595 -0.2622
H 1.8387 -4.9918 -3.2985
C -4.2733 1.2426 -3.8131
C 3.6585 -0.1395 2.7136
H -4.0976 -0.0796 -5.5860
C -1.4283 5.9897 -3.6496
F 3.3333 2.0090 -2.9658
H 0.0563 -0.1580 6.4870
H 7.4310 -0.4169 1.3269
H -2.1890 7.4308 -2.4940
O 6.0066 0.6534 -2.3361
O 6.8276 3.7497 0.1922
H 2.2191 1.7834 -0.8246
H -8.4060 -5.0188 6.5755
H 7.8837 2.0169 1.3768
C 7.5202 0.0356 2.3145
C -4.8458 0.4235 -4.9734
O -6.7959 -5.1535 3.5376
H 4.6191 -0.1923 2.2013
F -5.2604 -5.0253 1.3763
C -4.0068 -1.2528 6.4339
H -1.2293 4.9180 -3.6428
H 8.5151 -0.2466 2.6590
H -0.4998 -2.3059 0.7596
H -2.3080 -1.7452 -7.2425
O 4.8097 -1.3515 4.7844
O 4.4907 -1.1313 -2.3994
S 4.0040 -0.1420 4.5443
S 2.2163 -4.2981 -0.5532
O 5.8570 1.6904 1.5232
C 4.9399 4.0327 2.2994
H 5.1035 -3.0436 -1.7759
H 5.4063 -0.5940 0.0765
H 0.7441 1.8116 -7.1308
H 1.1186 1.0733 6.9679
O -1.5585 2.5551 -5.1431
C 4.9018 0.1648 -2.7343
C 5.3487 -2.0046 -1.5556
H 3.0198 -0.9778 2.4351
H -5.5751 -0.3615 3.8698
S 0.2165 1.1360 0.3682
C 2.3056 -4.0279 -3.0960
C -1.6139 -1.0437 2.0174
C -7.5947 -5.2287 5.8785
O -5.2428 1.6971 -2.8583
H 0.4866 -0.7697 -6.8591
C -2.3385 6.3511 -2.4998
O -0.2714 0.9234 -3.8137
H -6.7895 -4.5030 5.9929
H -0.8180 -2.5187 -7.8327
C 5.2647 -1.6636 -0.0783
C -4.7376 0.2802 3.5961
F 2.8451 0.1854 -3.9955
H -3.4086 6.2101 -2.6512
H 3.2748 0.8686 2.5570
H -1.6873 -1.6100 2.9458
O -0.1707 6.7017 -3.5622
O -6.5670 -2.8826 3.7158
H -0.2254 1.4653 5.8770
C -3.8000 0.4777 4.7911
H 2.0286 1.5707 4.8735
H -2.8349 0.8700 4.4704
*
```

Results of the Mulliken charge analysis, in e, for atoms 1 through 5: number 1, F, carries -0.280; number 2, H, carries 0.290; number 3, H, carries 0.384; number 4, H, carries 0.061; number 5, O, carries -0.612



# 2
Molecular formula: C32H37BrNO3SiV
Method: DFT, ωB97M-V/def2-TZVPD

Computed properties:
**Energy relative to the best compared isomer or geometry (same formula, charge and spin)**: 11.18 kcal/mol
**DFT total energy**: -5329.67993 a.u.
**Orbital gap (spin up / spin down)**: 5.301 / 4.800 eV
**E_HOMO (spin up / spin down)**: -0.0962 / -0.0778 Ha

Geometry as ORCA input:
```
! wB97M-V def2-TZVPD RIJCOSX def2/J DEFGRID3
* xyz -1 2
C 4.9900 2.4817 -0.2599
H 4.0794 -1.1045 2.7681
C 4.1727 -1.8814 -1.0785
H 2.4212 -3.7689 1.3514
C -0.2596 1.7347 2.8117
C -3.0626 2.1700 1.2885
C 4.2065 3.4946 -0.7991
C -2.4710 -1.6669 -2.7653
H 3.4999 -1.6617 -1.9184
H 5.0668 -1.2544 -1.1633
C -1.9334 4.0236 -1.3758
C 2.2602 2.1494 -0.3705
H -3.9597 2.1635 1.9257
Si 3.2364 -1.6178 0.4951
O 0.8379 -2.8982 -2.4108
H -0.5739 5.9935 1.0120
V 0.4523 -0.3879 0.2018
H -0.4908 1.6574 3.8811
C -1.5299 -2.6783 -2.6110
C -1.0352 2.9645 -1.3198
C -2.2785 0.8929 1.4249
H -2.4701 5.9518 -0.5908
H 5.0347 0.5194 0.5911
C 4.4342 -1.7219 1.9306
C -0.1539 -2.2998 -2.0671
O 0.8718 1.9249 -0.4521
H 2.1928 4.0739 -1.2798
C 0.0235 3.0168 -0.4401
H -0.5128 2.7474 2.5062
C -0.7056 5.1483 0.3467
H 6.0658 2.5991 -0.1894
H -4.9859 -3.3586 -4.2678
H -2.2049 -0.6872 -2.4024
C -4.0927 -0.5962 0.3830
C 4.4040 1.3033 0.1813
C 3.0152 1.0735 0.1151
C 0.0582 -1.3117 3.1927
H 4.5095 -2.7613 2.2815
H 0.8237 1.6230 2.7127
H -0.9859 -3.3454 1.3158
N 2.3836 -0.1145 0.4599
C -1.0134 0.7161 2.0107
C -1.9525 -2.8369 1.2494
O -0.1693 -1.2838 -1.2481
H -1.1505 2.0837 -1.9433
C -3.1245 -4.1963 -3.6195
C -1.8865 -3.9533 -3.0341
H -4.8984 -0.1571 0.9863
H -2.3945 -3.1254 0.2889
H 0.7911 -2.0720 2.9199
H -2.5882 -3.2688 2.0344
H -3.4168 2.3471 0.2639
C 2.8288 3.3081 -0.8551
H -4.3167 -1.6606 0.2606
C -1.7713 5.1242 -0.5477
H 0.6063 -0.5435 3.7455
C -2.7532 -0.3762 1.0314
C -3.7084 -1.8927 -3.3593
H 1.8787 -3.4802 -0.3350
H -2.7655 3.9797 -2.0685
H -3.3738 -5.2037 -3.9239
C -0.6911 -0.6901 2.0204
C -4.0298 -3.1624 -3.7958
H 4.4739 -2.9375 -1.1630
H -4.1687 -0.1352 -0.6077
C 2.0268 -3.0233 0.6528
C -1.8078 -1.3459 1.3873
H 4.6472 4.4095 -1.1748
H -4.4178 -1.0802 -3.4666
H -0.6377 -1.7805 3.8988
H 1.0298 4.1056 1.0985
H 5.4472 -1.3864 1.6681
H -2.4706 3.0454 1.5724
C 0.1994 4.0942 0.4042
Br -0.7874 -5.4812 -2.7813
H 1.0310 -2.7308 1.0152
*
```

Results of the Mulliken charge analysis, in e, for atoms 1 through 5: number 1, C, carries -0.994; number 2, H, carries 0.313; number 3, C, carries -1.214; number 4, H, carries 0.482; number 5, C, carries -1.872



# 3
Molecular formula: CH3ClS2
Method: DFT, ωB97M-V/def2-TZVPD

Computed properties:
**Energy relative to the best compared isomer or geometry (same formula, charge and spin)**: 40.71 kcal/mol
**DFT total energy**: -1296.40409 a.u.
**Orbital gap**: 10.050 eV
**E_HOMO**: -0.3514 Ha

Geometry as ORCA input:
```
! wB97M-V def2-TZVPD RIJCOSX def2/J DEFGRID3
* xyz 0 1
H -0.6041 -2.2016 -0.0743
H 0.9425 1.3115 1.6193
H -0.0638 0.0791 -1.7496
Cl -1.7327 0.6025 0.0123
C -0.1076 0.2139 -0.3545
S 0.3779 -1.4501 0.2636
S 1.1877 1.4446 0.2833
*
```

Results of the Mulliken charge analysis, in e, for atoms 1 through 5: number 1, H, carries 0.121; number 2, H, carries 0.172; number 3, H, carries 0.320; number 4, Cl, carries -0.089; number 5, C, carries -0.220



# 4
Molecular formula: C16H19BF4IN13O4RuS
Method: DFT, ωB97M-V/def2-TZVPD

Computed properties:
**Energy relative to the best compared isomer or geometry (same formula, charge and spin)**: 30.15 kcal/mol
**DFT total energy**: -2848.85516 a.u.
**Orbital gap (spin up / spin down)**: 7.152 / 6.292 eV
**E_HOMO (spin up / spin down)**: -0.3113 / -0.3143 Ha

Geometry as ORCA input:
```
! wB97M-V def2-TZVPD RIJCOSX def2/J DEFGRID3
* xyz 0 5
H -0.7418 -3.8103 0.1050
C -0.0096 2.6023 1.2760
N -1.8272 -1.8724 1.4962
O -0.9095 4.6629 1.2051
H 2.7672 3.8290 1.7003
H -1.8119 2.3939 0.0595
F -4.2723 0.4862 -0.9887
C 0.3292 -2.0984 -2.4198
O 5.2907 2.0781 0.4038
H -3.8119 -4.4620 1.4013
H 4.3813 4.5931 -0.2899
N -0.0684 3.9584 1.7183
F -4.3616 -0.6171 0.8952
H 4.2673 3.5437 -1.7047
N -1.6881 -2.1389 3.6152
C -0.2107 -3.6113 -0.8165
O 3.0416 1.3554 -0.3770
N -4.4237 -3.4244 -2.2306
Ru -1.8207 -0.9061 -0.3835
H 2.3322 5.0815 -1.7844
H 1.5696 -2.6790 -4.0789
N -0.5915 0.6543 0.4299
C 1.1729 -4.2652 -2.6540
H 0.5639 -5.5775 -1.0486
H 1.7442 -5.0207 -3.1787
C 2.1904 1.8520 2.3934
N -0.2921 -2.3513 -1.3076
H 0.7860 -1.5602 0.7366
C 0.5564 0.5004 1.0971
N -3.1102 -2.3123 -0.9715
C -2.5522 -2.9361 1.8683
C -3.5562 0.1520 0.1139
C 1.3328 -0.7554 1.2124
F -2.2642 -0.0856 -3.5728
C 2.3374 4.2963 -1.0294
F -2.2966 1.8035 -2.2692
H 1.9333 2.2009 3.3910
C 3.1959 2.8361 1.7993
N -2.4776 -3.1407 3.1651
N -1.3098 -1.3793 2.6569
B -1.6589 0.7803 -2.8071
C -3.5754 -3.3827 -0.2986
N -3.2565 -3.7258 0.9948
H 2.6365 0.8659 2.4815
H 1.7213 3.4744 -1.3910
C -0.9377 1.9693 0.5185
N 0.9504 1.6701 1.6323
I 0.4869 0.9593 -2.9114
C 0.5162 -4.5816 -1.4645
H 1.4692 -1.0245 2.2594
O 0.7092 4.3114 2.5922
N -3.6942 -2.3771 -2.1995
N -4.3841 -4.0897 -1.0502
H 4.0477 2.9049 2.4751
S 3.8955 2.3647 0.2094
H 1.8817 4.7164 -0.1324
H -3.3415 1.0636 0.6790
C 3.7652 3.8385 -0.7806
C 1.0866 -2.9797 -3.1606
H 2.2975 -0.6337 0.7196
*
```

Results of the Mulliken charge analysis, in e, for atoms 1 through 5: number 1, H, carries 0.328; number 2, C, carries -0.960; number 3, N, carries 0.890; number 4, O, carries -0.605; number 5, H, carries 0.524



# 5
Molecular formula: C3H9NP2
Method: DFT, ωB97M-V/def2-TZVPD

Computed properties:
**Energy relative to the best compared isomer or geometry (same formula, charge and spin)**: 77.00 kcal/mol
**DFT total energy**: -857.02147 a.u.
**Orbital gap**: 7.359 eV
**E_HOMO**: -0.2404 Ha

Geometry as ORCA input:
```
! wB97M-V def2-TZVPD RIJCOSX def2/J DEFGRID3
* xyz 0 1
H 1.9677 1.6554 -2.2058
H 1.3211 0.1076 1.6031
H -1.8015 -0.7646 1.2626
C -1.3720 -1.4465 0.4915
N 1.3156 1.3160 -1.4945
H -1.9611 -2.0231 -0.2511
H 1.0157 -1.1115 -0.3394
C -0.0004 0.8926 -1.7743
H -0.5831 -2.0131 0.9541
H -0.2481 0.6843 -2.7782
C 0.6282 0.7956 0.9525
P 1.5548 2.1416 -0.0040
H 0.4378 2.9646 0.3673
H -0.0671 1.2586 1.5951
P -0.0164 -0.2962 -0.4527
*
```

Results of the Mulliken charge analysis, in e, for atoms 1 through 5: number 1, H, carries 0.280; number 2, H, carries 0.355; number 3, H, carries 0.296; number 4, C, carries -0.855; number 5, N, carries -0.238